C37H32BrClN4OPSSe2Te2Ti | ωB97M-V/def2-TZVPD

Geometry as XYZ:
```
83
Properties=species:S:1:pos:R:3:mulliken_spin:R:1
Ti -0.6942 0.8333 -0.3814 0.04
Br -5.0358 -2.3618 -5.1135 0.00
C -3.9262 -1.7897 -3.6553 0.00
C -3.9518 -2.5177 -2.4702 0.00
C -3.1364 -2.1123 -1.4300 -0.01
C -2.2956 -1.0028 -1.5402 0.01
O -1.5405 -0.6756 -0.5317 0.01
C -2.3071 -0.2309 -2.7556 0.00
C -1.5980 0.9719 -2.9298 0.00
N -0.6349 1.4600 -2.1457 0.02
C -0.5375 2.8677 -2.1132 -0.01
C 0.0601 3.6938 -3.0502 0.12
C -0.0832 5.0711 -2.9099 -0.04
C -0.8483 5.6156 -1.9008 0.07
C -1.4732 4.8016 -0.9365 -0.07
C -2.3069 5.2518 0.1080 0.43
C -2.8908 4.3081 0.9471 -0.10
C -2.5838 2.9689 0.8275 0.21
N -1.7312 2.4928 -0.1088 0.12
C -1.2595 3.4072 -1.0306 0.08
C -3.1419 -0.6779 -3.8071 0.01
H -4.5998 -3.3751 -2.3629 0.00
H -3.1394 -2.6469 -0.4880 0.00
H -1.8771 1.5784 -3.7947 0.00
H 0.6181 3.2619 -3.8675 0.01
H 0.3937 5.7187 -3.6308 0.00
H -0.9718 6.6840 -1.8276 0.00
H -2.4744 6.3048 0.2532 0.04
H -3.5666 4.6197 1.7303 -0.01
H -3.0102 2.2170 1.4848 0.05
H -3.1364 -0.1252 -4.7367 0.00
Se 0.4303 0.4674 1.6199 0.00
Te 3.8315 3.3639 0.9727 0.52
Te 1.3881 2.4139 0.4159 -0.01
Se 0.6145 4.2490 1.7898 0.48
Cl 0.6421 -0.7205 -3.3508 0.00
C 1.9086 -1.8830 -3.2447 0.00
C 2.3876 -2.5010 -4.3851 0.00
C 3.3968 -3.4378 -4.2540 0.00
C 3.9029 -3.7350 -3.0006 0.00
C 3.4087 -3.1061 -1.8720 0.00
C 2.3891 -2.1674 -1.9703 0.00
P 1.6714 -1.1615 -0.5570 0.01
C 3.1730 -1.3360 0.4943 0.02
C 3.4820 -2.4763 1.2343 0.00
C 4.6958 -2.5603 1.8915 0.00
C 5.5981 -1.5075 1.8444 0.01
C 5.2969 -0.3695 1.1160 -0.01
C 4.0973 -0.3027 0.4290 0.02
C 0.6187 -2.4797 0.1443 -0.01
C 0.4176 -2.5835 1.5200 0.01
C -0.5018 -3.4764 2.0340 0.00
C -1.2161 -4.2991 1.1806 0.00
C -0.9922 -4.2367 -0.1841 0.00
C -0.0874 -3.3293 -0.7015 0.00
H 1.9780 -2.2483 -5.3523 0.00
H 3.7841 -3.9313 -5.1325 0.00
H 4.6946 -4.4624 -2.9035 0.00
H 3.8277 -3.3541 -0.9088 0.00
H 2.7898 -3.3087 1.2871 0.00
H 4.9350 -3.4631 2.4403 0.00
H 6.5346 -1.5859 2.3777 0.00
H 5.9673 0.4761 1.0796 -0.01
H 3.8904 0.5749 -0.1768 -0.02
H 0.9973 -1.9782 2.2119 0.00
H -0.6630 -3.5213 3.1050 0.00
H -1.9470 -4.9847 1.5834 0.00
H -1.5405 -4.8799 -0.8575 0.00
H 0.0570 -3.2755 -1.7750 0.00
C -0.3861 0.6837 5.5080 0.00
N -1.1250 0.2002 4.3688 0.00
C -2.1579 0.7416 3.7133 0.00
S -2.8127 -0.1404 2.4419 0.00
N -2.7500 1.8970 4.0906 0.00
C -2.1182 3.0823 4.6517 0.00
H 0.3171 -0.0903 5.8116 0.00
H -1.0624 0.8904 6.3392 0.00
H 0.1819 1.5839 5.2634 0.00
H -0.8251 -0.6766 3.9702 0.00
H -3.5176 2.1246 3.4725 0.00
H -1.7786 2.9106 5.6693 0.00
H -2.8678 3.8698 4.6827 0.00
H -1.2752 3.4274 4.0414 0.01
```

Summary:
- Charge: -1
- Frontier orbital gap (spin up / spin down): 4.111 / 3.123 eV
- Multiplicity: 3

---

C37H32Cl2MnN4O9 | ωB97M-V/def2-TZVPD

Geometry as XYZ:
```
85
Properties=species:S:1:pos:R:3:mulliken_spin:R:1
Mn -0.1416 -0.2368 -0.0647 1.47
C -3.4470 -2.6223 0.8788 0.00
O -4.3149 -1.5076 0.8545 0.00
C -3.9095 -0.3342 1.4302 -0.01
C -4.9197 0.4922 1.8907 0.00
C -4.6418 1.7208 2.4810 0.00
C -3.3419 2.1495 2.5981 0.00
C -2.2929 1.3693 2.0943 0.01
C -0.9509 1.8445 2.1059 0.00
N 0.0256 1.2944 1.4505 -0.04
N 1.2317 1.8520 1.5399 -0.02
C 2.0570 1.3704 0.6400 0.01
O 1.6776 0.4677 -0.1735 0.02
C 3.4554 1.8244 0.5949 0.01
C 4.4344 0.9066 0.2214 0.00
C 5.7590 1.2929 0.1554 0.00
C 6.1129 2.5976 0.4601 0.00
C 5.1389 3.5141 0.8277 0.00
C 3.8105 3.1338 0.8983 0.00
C -2.5557 0.0969 1.5050 0.01
O -1.5686 -0.6114 1.0444 0.00
H -4.0505 -3.4579 0.5250 0.00
H -3.0991 -2.8302 1.8965 0.00
H -2.5838 -2.4831 0.2213 0.00
H -5.9383 0.1558 1.7741 0.00
H -5.4554 2.3300 2.8431 0.00
H -3.1194 3.1067 3.0452 0.00
H -0.7267 2.7549 2.6567 0.00
H 4.1351 -0.1081 0.0001 0.00
H 6.5178 0.5791 -0.1342 0.00
H 7.1500 2.8986 0.4177 0.00
H 5.4203 4.5312 1.0566 0.00
H 3.0367 3.8358 1.1654 0.00
O -0.5187 2.4386 -1.0170 0.00
C -0.8226 1.2884 -1.0652 -0.10
O 0.3081 1.7929 -4.0857 0.00
C 1.1331 1.0739 -3.5918 0.01
C 2.6469 1.1875 -3.7899 0.00
C 3.1978 -0.0543 -3.1063 0.00
C 1.9565 -0.6018 -2.4431 0.06
O 2.0466 -1.5828 -1.5983 -0.01
N 0.8530 0.0032 -2.7511 -0.01
H 2.9741 2.1009 -3.2953 0.00
H 2.8791 1.2663 -4.8501 0.00
H 3.9457 0.1719 -2.3471 0.00
H 3.6186 -0.7796 -3.8027 0.00
C 1.8521 -3.1239 1.0366 -0.02
O 1.2244 -1.9464 0.5335 0.02
C 0.8591 -1.8664 -0.7930 -0.37
C 0.2029 -3.1145 -1.3633 -0.01
H 1.1545 -3.9661 1.0790 0.00
H 2.1868 -2.8792 2.0441 0.00
H 2.7189 -3.3843 0.4222 0.00
H 0.9470 -3.9071 -1.4716 -0.01
H -0.2267 -2.8985 -2.3384 0.00
H -0.5938 -3.4541 -0.7054 0.00
Cl 1.2119 -2.4341 -4.7929 0.00
C 0.9723 -1.1155 -5.8937 0.00
C 2.0313 -0.7652 -6.7160 0.00
C 1.9427 0.3525 -7.5255 0.00
C 0.7929 1.1268 -7.5113 0.00
C -0.2677 0.7510 -6.7154 0.00
Cl -1.6934 1.7131 -6.7001 0.00
C -0.2235 -0.3881 -5.8920 0.00
N -1.2995 -0.6426 -5.0743 0.00
C -1.8844 -1.8557 -4.7966 0.00
C -1.5732 -2.9951 -5.5426 0.00
C -2.1042 -4.2247 -5.2083 0.00
C -3.0037 -4.3294 -4.1602 0.00
C -3.3948 -3.1867 -3.4835 0.00
C -2.8547 -1.9468 -3.7864 0.00
C -3.2897 -0.7156 -3.0232 -0.01
C -2.1876 -0.2959 -2.0848 -0.01
O -1.9038 0.9746 -2.0010 -0.01
O -1.5769 -1.1213 -1.4184 0.01
H 2.9343 -1.3570 -6.6861 0.00
H 2.7776 0.6338 -8.1479 0.00
H 0.7204 2.0186 -8.1124 0.00
H -1.7728 0.1954 -4.7660 0.00
H -0.9188 -2.9022 -6.3958 0.00
H -1.8179 -5.1004 -5.7719 0.00
H -3.4179 -5.2893 -3.8903 0.00
H -4.1397 -3.2525 -2.7042 0.00
H -4.1579 -0.9679 -2.4079 0.00
H -3.5623 0.1154 -3.6770 0.00
```

Summary:
- Charge: 0
- Frontier orbital gap (spin up / spin down): 6.718 / 7.396 eV
- Multiplicity: 2
- Energy above the lowest of the compared OMol25 structures with the same formula, charge and spin: 133.2 kJ/mol

---

C37H32CoN7O5 | ωB97M-V/def2-TZVPD

Geometry as XYZ:
```
82
Properties=species:S:1:pos:R:3:mulliken_spin:R:1
Co 0.0046 -1.0852 -0.1245 1.01
C 1.6078 -5.7496 -0.5289 0.00
O 0.7957 -5.5178 -1.6700 0.00
C -0.5008 -5.1250 -1.3989 0.01
C -1.5239 -5.8741 -1.9260 0.00
C -2.8608 -5.5097 -1.7292 0.00
C -3.1335 -4.3785 -0.9941 0.00
C -2.1118 -3.5740 -0.4697 0.00
C -2.5342 -2.3614 0.2120 0.00
N -1.8329 -1.3187 0.4674 -0.03
N -2.5510 -0.2779 1.0472 -0.01
C -1.9189 0.8675 1.0484 -0.01
O -0.7256 1.1219 0.6668 0.04
C -2.7755 2.0037 1.5589 0.00
C -2.2053 3.2063 1.9570 0.00
C -2.9934 4.2546 2.4148 0.00
C -4.3717 4.1189 2.4686 0.00
C -4.9542 2.9254 2.0599 0.00
C -4.1641 1.8787 1.6116 0.00
C -0.7426 -3.9250 -0.6584 -0.01
O 0.2345 -3.2313 -0.2024 0.03
H 1.9632 -4.8142 -0.0988 0.00
H 2.4460 -6.3634 -0.8629 0.00
H 1.0486 -6.2988 0.2370 0.00
H -1.2612 -6.7546 -2.5009 0.00
H -3.6600 -6.1073 -2.1473 0.00
H -4.1622 -4.0745 -0.8288 0.00
H -3.5888 -2.2960 0.4850 0.00
H -1.1382 3.3406 1.9031 0.00
H -2.5239 5.1813 2.7222 0.00
H -4.9890 4.9377 2.8182 0.00
H -6.0315 2.8123 2.0861 0.00
H -4.6037 0.9445 1.2938 0.00
O -0.7373 -0.9256 -1.8992 -0.02
C -0.3039 -1.6045 -2.9028 -0.01
C -1.2003 -1.9672 -3.9438 0.00
C -0.8067 -2.7485 -5.0003 0.00
C 0.5139 -3.2095 -5.1016 0.00
C 1.4120 -2.8363 -4.1279 0.00
C 1.0413 -2.0239 -3.0504 0.00
C 2.0393 -1.5672 -2.1010 0.00
N 1.8402 -1.0016 -0.9176 -0.01
C 3.0830 -0.7285 -0.3916 0.01
C 4.0471 -1.1136 -1.2628 0.00
N 3.3727 -1.6369 -2.3417 0.00
H -2.2245 -1.6320 -3.8389 0.00
H -1.5332 -3.0313 -5.7536 0.00
H 0.8162 -3.8615 -5.9097 0.00
H 2.4254 -3.2223 -4.1871 0.00
H 3.2134 -0.2829 0.5766 0.00
H 5.1191 -1.0594 -1.2173 0.00
H 3.7808 -1.9898 -3.1866 0.00
C 1.6611 7.0929 -1.8473 0.00
C 1.5907 6.0177 -0.7955 0.00
C 2.1970 6.1722 0.4426 0.00
C 2.1439 5.1827 1.4181 0.00
C 1.4710 3.9959 1.1486 0.00
N 1.3419 2.9239 2.0652 0.00
C 2.0222 2.7731 3.2351 0.00
O 2.7652 3.6048 3.7312 0.00
N 1.8110 1.5830 3.9320 0.00
C 1.3085 0.3442 3.5173 0.00
C 0.8950 -0.6035 4.4530 0.00
C 0.3936 -1.8152 4.0104 0.00
C 0.2495 -2.0378 2.6491 -0.01
N 0.6314 -1.1225 1.7656 -0.01
C 1.2035 0.0023 2.1827 0.00
C 0.8525 3.8228 -0.0905 0.00
C 0.9147 4.8248 -1.0395 0.00
H 2.0786 8.0137 -1.4398 0.00
H 0.6713 7.3178 -2.2481 0.00
H 2.2890 6.7833 -2.6859 0.00
H 2.7254 7.0931 0.6640 0.00
H 2.6195 5.3256 2.3731 0.00
H 0.6556 2.2235 1.7830 0.00
H 2.2462 1.6178 4.8389 0.00
H 0.9635 -0.3832 5.5119 0.00
H 0.0752 -2.5700 4.7160 0.00
H -0.1887 -2.9320 2.2267 0.00
H 1.5445 0.6553 1.3994 0.00
H 0.3061 2.9065 -0.2847 0.00
H 0.4209 4.6734 -1.9929 0.00
```

Summary:
- Charge: -1
- Frontier orbital gap (spin up / spin down): 6.562 / 6.645 eV
- Multiplicity: 2
- Energy above the lowest of the compared OMol25 structures with the same formula, charge and spin: 11.1 kJ/mol

---

Number 1: largest force on an atom 0.06836 hartree/bohr, electronic energy -317980.724 eV. Number 2: largest force on an atom 0.04054 hartree/bohr, electronic energy -119639.672 eV. Number 3: largest force on an atom 0.00593 hartree/bohr, electronic energy -97188.380 eV.